Computed, not measured: the molecule C10H13N3O2S, with the ωB97M-V functional and the def2-TZVPD basis.

Last column: Löwdin charge in e.
Element x y z (Å)
C 3.2438 -1.8585 -0.9888  -0.053
N 1.7256 -1.7960 -0.9419  -0.354
C 1.1775 -1.3334 -2.2310  -0.051
C 1.3430 -3.2432 -0.6199  -0.023
C 1.0364 -0.7494 0.1348  -0.749
S 1.7286 -0.7864 1.6614  0.626
N 0.0006 -0.1187 -0.3669  0.026
C -0.8204 0.8412 0.2049  -0.243
C -2.1684 1.0667 -0.2735  -0.005
C -3.0432 1.8883 0.4118  -0.018
C -2.6195 2.6510 1.5163  -0.165
N -3.3657 3.7597 2.0471  -0.320
O -2.8105 4.4557 2.9302  0.039
O -4.5001 4.0248 1.5888  0.047
C -1.3036 2.4589 1.9615  0.001
C -0.4054 1.6264 1.3082  -0.037
H 3.5819 -2.1672 0.0237  0.077
H 3.5901 -2.6100 -1.7265  0.101
H 3.6664 -0.8815 -1.2459  0.101
H 0.1026 -1.3817 -2.0048  0.091
H 1.5833 -0.3170 -2.2781  0.109
H 1.5186 -2.0156 -3.0114  0.104
H 0.3058 -3.4183 -0.9253  0.101
H 2.0117 -3.9664 -1.1510  0.105
H 1.4720 -3.3503 0.4736  0.079
H -2.5842 0.6030 -1.1796  0.111
H -4.0931 2.0255 0.1570  0.116
H -1.0022 3.0026 2.8486  0.116
H 0.6284 1.5898 1.6767  0.066

Values from the calculation:
* spin multiplicity: 1
* SMILES: C[N+](C)(C)C(=S)N=C1C=CC(=[N+]([O-])[O-])C=C1
* HOMO-LUMO gap: 7.4208 eV
* highest occupied orbital energy: -8.01 eV
* charge: 0
* relative energy (zero: lowest compared OMol25 entry of this formula, charge and spin): 124.88 kcal per mole



Computed, not measured: the ion C10H13N4 with charge +1, with the ωB97M-V functional and the def2-TZVPD basis.

Last column: Löwdin charge in e.
Element x y z (Å)
N -0.8102 2.6100 0.3411  0.205
C -1.1384 1.3490 0.0914  -0.371
N -2.1574 1.0127 -0.6316  0.124
N -2.2770 -0.3661 -0.6776  -0.007
C -1.2285 -1.0692 0.0811  -0.043
C -0.3110 0.2128 0.6692  -0.079
C 1.1044 0.1841 0.1788  -0.231
C 2.1542 0.1142 1.0869  -0.031
C 3.4624 0.1077 0.6360  -0.059
C 3.7306 0.1654 -0.7220  -0.060
C 2.6870 0.2328 -1.6315  -0.058
C 1.3783 0.2447 -1.1842  -0.036
C -2.5820 -1.2007 0.6402  -0.218
N -3.3028 -2.3482 0.5802  0.128
H 0.0450 2.8338 0.8207  0.128
H -1.3469 3.3510 -0.0801  0.131
H -2.6171 -0.7068 -1.5738  0.192
H -0.6859 -1.8870 -0.3683  0.161
H -0.3559 0.1959 1.7576  0.151
H 1.9500 0.0637 2.1462  0.116
H 4.2721 0.0566 1.3472  0.113
H 4.7515 0.1595 -1.0704  0.113
H 2.8950 0.2802 -2.6887  0.112
H 0.5687 0.3058 -1.8990  0.118
H -2.8769 -0.5097 1.4233  0.172
H -4.2891 -2.3215 0.7899  0.117
H -3.0198 -3.0709 -0.0623  0.112

Values from the calculation:
* spin multiplicity: 1
* SMILES: NC1=N[N@H+]2[C@@H]([C@H]1c1ccccc1)[C@@H]2N
* HOMO-LUMO gap: 10.0959 eV
* highest occupied orbital energy: -12.54 eV
* charge: +1
* relative energy (zero: lowest compared OMol25 entry of this formula, charge and spin): 22.50 kcal per mole



Computed, not measured: a structure of composition C10H13N4O2RhS, with the ωB97M-V functional and the def2-TZVPD basis.

Last column: Löwdin charge in e.
Element x y z (Å)
Rh 1.1131 -1.4259 -0.4858  1.064
C -0.1369 2.5026 0.1920  0.043
C 0.2295 1.0661 0.2536  -0.177
N 1.0672 0.4887 -0.5446  -0.069
N 1.8173 1.1358 -1.5032  0.062
C 2.5108 0.3956 -2.3938  -0.727
N 3.2276 1.0169 -3.3053  0.174
S 2.4741 -1.3229 -2.3456  0.784
C -0.3582 0.1539 1.2679  -0.248
C -0.8698 0.7110 2.4305  0.038
C -0.8135 -0.0109 3.6182  0.022
C -0.2343 -1.2646 3.6373  0.011
C 0.3012 -1.7582 2.4564  -0.045
N 0.2800 -1.0403 1.3397  -0.036
H 0.1487 2.9835 -0.7403  0.093
H 0.3137 3.0461 1.0255  0.127
H -1.2204 2.5822 0.2916  0.122
H 1.8333 2.1465 -1.4899  0.169
H 3.2956 2.0223 -3.3736  0.148
H 3.7540 0.4750 -3.9765  0.138
H -1.3633 1.6722 2.4022  0.136
H -1.2212 0.4162 4.5247  0.138
H -0.1885 -1.8564 4.5400  0.134
H 0.7669 -2.7341 2.4009  0.136
C -2.8673 -1.8874 -1.8249  0.048
C -1.8225 -1.2274 -0.9705  -0.549
O -0.6021 -1.7051 -1.2644  -0.152
O -2.0625 -0.3950 -0.1294  0.098
H -2.4867 -2.1167 -2.8164  0.099
H -3.7393 -1.2415 -1.8699  0.106
H -3.1464 -2.8283 -1.3468  0.112

Values from the calculation:
* spin multiplicity: 1
* HOMO-LUMO gap (spin up / spin down): 7.0403 / 7.0396 eV
* highest occupied orbital energy (spin up / spin down): -15.99 / -15.99 eV
* charge: +2



Computed, not measured: a cluster of 2 separate species, C10H13NO in total, with the ωB97M-V functional and the def2-TZVPD basis.

Last column: Löwdin charge in e.
Element x y z (Å)
C -3.2986 0.8631 -0.1151  -0.119
C -2.1581 -0.0504 0.3517  -0.197
C -0.7584 0.4852 -0.0698  -0.208
C -0.4804 1.4358 -1.0297  -0.056
N 0.8881 1.5637 -1.1322  0.053
C 1.5148 0.8392 -0.1483  -0.208
C 2.8933 0.6897 0.1228  -0.020
C 3.2572 -0.3118 1.0309  -0.119
C 2.3347 -1.1672 1.6666  -0.101
C 0.9484 -0.9836 1.4242  0.000
C 0.4949 -0.0107 0.3969  -0.136
H -4.2415 0.3760 0.1852  0.072
H -3.3111 1.0101 -1.2082  0.072
H -3.2424 1.8511 0.3721  0.080
H -2.1516 -0.1520 1.4540  0.115
H -2.2476 -1.0661 -0.0793  0.102
H -1.0104 2.1442 -1.6663  0.126
H 1.3147 2.2333 -1.7774  0.162
H 3.7698 1.2180 -0.2750  0.107
H 4.3040 -0.3965 1.3510  0.099
H 2.6700 -1.9049 2.4075  0.099
H 0.2771 -1.7794 1.7728  0.103
O -0.3525 -2.6092 -1.5963  -0.078
H -0.9707 -2.5034 -2.3545  0.051
H -0.4438 -1.7744 -1.0835  0.001

Values from the calculation:
* spin multiplicity: 1
* SMILES: CCc1c[nH]c2ccccc12.O
* HOMO-LUMO gap: 8.6915 eV
* highest occupied orbital energy: -7.92 eV
* charge: 0
* relative energy (zero: lowest compared OMol25 entry of this formula, charge and spin): 6.75 kcal per mole



Computed, not measured: the molecule C10H13NO, with the ωB97M-V functional and the def2-TZVPD basis.

Last column: Löwdin charge in e.
Element x y z (Å)
C -0.1641 -2.5363 1.1172  -0.091
C 1.0292 -2.6716 0.1813  -0.186
C 1.1421 -2.2019 -1.0361  -0.127
C 0.0143 -1.6471 -1.9003  -0.067
C -0.4716 -0.4197 -1.8585  -0.053
C -0.1750 0.6189 -0.8349  -0.267
N 0.8249 0.6003 -0.0325  0.081
C 1.0752 1.6343 0.8978  -0.214
C -0.2648 2.0803 1.5979  -0.065
C -1.2750 2.4764 0.4598  -0.335
O -2.2570 3.2034 0.6615  0.057
C -0.9617 1.9199 -0.9096  -0.050
H 0.2770 -2.3713 2.1440  0.086
H -0.7663 -1.6922 0.7948  0.048
H -0.8080 -3.4290 1.2031  0.073
H 1.8676 -3.2152 0.6128  0.095
H 2.0877 -2.2994 -1.5889  0.108
H -0.3538 -2.3324 -2.6593  0.105
H -1.2328 -0.1713 -2.5755  0.097
H 1.5413 2.5055 0.3846  0.128
H 1.8030 1.2924 1.6788  0.118
H -0.7076 1.3021 2.1965  0.111
H -0.0709 2.9078 2.2469  0.101
H -0.3084 2.6783 -1.2903  0.133
H -1.8452 1.7680 -1.4911  0.112

Values from the calculation:
* spin multiplicity: 1
* SMILES: C/C=C\C=C/C1=NCCC(=O)C1
* HOMO-LUMO gap: 9.3222 eV
* highest occupied orbital energy: -8.84 eV
* charge: 0
* relative energy (zero: lowest compared OMol25 entry of this formula, charge and spin): 47.94 kcal per mole



Computed, not measured: the molecule C10H13NO2, with the ωB97M-V functional and the def2-TZVPD basis.

Last column: Löwdin charge in e.
Element x y z (Å)
C 4.3376 0.8250 -1.8469  -0.005
C 3.2124 0.8377 -0.8312  -0.555
O 3.3885 0.8416 0.3670  0.053
N 1.9797 0.8653 -1.3943  0.039
C 0.7661 0.8059 -0.6156  -0.175
C 0.1132 -0.5846 -0.6673  -0.142
C -1.1151 -0.6131 0.1957  -0.254
C -1.0037 -0.8018 1.5666  -0.036
C -2.1229 -0.7934 2.3774  -0.022
C -3.3820 -0.5911 1.8253  -0.326
O -4.5126 -0.5759 2.5835  0.050
C -3.5037 -0.3980 0.4534  -0.013
C -2.3779 -0.4078 -0.3458  -0.038
H 4.2637 1.6919 -2.4996  0.079
H 5.2898 0.8480 -1.3256  0.081
H 4.2837 -0.0770 -2.4530  0.080
H 1.8942 0.7910 -2.3954  0.139
H 0.0617 1.5606 -0.9789  0.127
H 1.0434 1.0434 0.4136  0.121
H -0.1473 -0.8240 -1.7010  0.112
H 0.8387 -1.3194 -0.3130  0.121
H -0.0296 -0.9596 2.0055  0.120
H -2.0217 -0.9447 3.4443  0.112
H -4.2851 -0.7191 3.5100  0.105
H -4.4858 -0.2429 0.0361  0.116
H -2.4852 -0.2580 -1.4106  0.113

Values from the calculation:
* spin multiplicity: 1
* SMILES: CC(=O)NCCc1ccc(O)cc1
* HOMO-LUMO gap: 9.2425 eV
* highest occupied orbital energy: -8.45 eV
* charge: 0
* relative energy (zero: lowest compared OMol25 entry of this formula, charge and spin): 0.00 kcal per mole



Number 1: total energy -29976.661 eV. Number 2: total energy -16533.926 eV. Number 3: total energy -34462.914 eV. Number 4: total energy -14118.142 eV. Number 5: total energy -14116.356 eV. Number 6: total energy -16166.700 eV.